Molecular formula: C33H91N7O13S
Method: DFT, wB97M-V/def2-TZVPD

Computed properties:
- energy (Eh) = -3070.9628
- Kohn-Sham gap (alpha / beta) (hartree) = 0.32205 / 0.15119
- 2S+1 = 2
- highest occupied orbital energy (alpha / beta) (Eh) = -0.39525 / -0.39525
- total charge = +1

Structure (XYZ):
```
145
Properties=species:S:1:pos:R:3:forces:R:3
O -6.3355 -2.1931 22.4530 2.6 -0.4 -3.2
H -7.1461 -1.7344 22.6859 -3.5 2.4 0.4
H -6.5343 -2.9200 21.8583 -0.3 -0.4 -0.5
H -6.0188 -2.5854 23.2700 0.3 -1.2 2.5
O -6.5850 -4.1930 28.7026 0.9 0.0 3.3
H -6.6321 -5.1206 28.4597 0.3 -3.3 -0.4
H -7.2795 -4.0352 29.3462 -0.5 0.2 0.4
H -6.7803 -3.7064 27.8984 -0.7 2.3 -2.7
S -7.2582 -3.4456 25.5480 -1.9 -3.1 -0.5
O -8.4826 -2.9871 24.9143 -0.4 0.9 0.3
O -6.1401 -3.1526 24.6479 2.7 0.8 -0.9
O -6.9994 -2.8197 26.8120 0.5 2.2 2.1
O -7.3207 -4.8936 25.7958 0.3 0.3 -0.1
C -7.8105 -8.5890 26.8251 -1.0 -0.5 0.8
C -7.4311 -7.9314 28.1662 0.1 -0.5 -0.5
C -6.6798 -8.8722 29.1602 -2.0 -0.2 -0.6
O -7.7582 -9.6908 29.7022 1.9 1.2 0.2
C -7.3069 -10.9306 30.2186 -1.3 -0.2 -0.6
N -6.6384 -6.7907 27.8308 1.6 1.8 0.4
H -8.1148 -7.8337 26.1006 0.2 0.2 0.1
H -8.7167 -9.1712 26.9922 0.2 -0.5 -0.2
H -7.0239 -9.1964 26.3773 0.1 -0.1 0.2
H -8.3391 -7.5337 28.6194 -0.1 -0.4 0.3
H -6.0724 -8.3784 29.9187 -0.5 0.4 0.3
H -5.9476 -9.4731 28.6208 -0.1 -0.4 -0.4
H -8.2437 -11.3913 30.5323 0.2 -0.5 -0.1
H -6.6733 -10.9519 31.1053 0.4 0.6 -0.1
H -6.8779 -11.4474 29.3602 0.3 -0.6 0.4
H -7.0303 -6.2573 27.0680 -0.6 -0.1 -0.4
H -5.7890 -7.1127 27.3892 0.7 0.0 0.1
C -10.5664 -1.8303 22.0290 -0.5 0.6 -1.3
C -9.5726 -0.6722 22.1293 -0.8 1.7 -0.1
C -10.2572 0.7509 22.4715 0.5 -0.1 -0.1
O -9.3742 1.9188 22.2785 -0.2 -1.1 0.9
C -9.9066 3.1355 22.8428 -0.6 -0.3 -0.7
N -8.5375 -0.9463 23.0810 1.9 0.4 0.7
H -10.8944 -1.8262 20.9895 -0.1 -0.2 -0.2
H -11.5070 -1.7174 22.5682 0.3 0.1 0.6
H -10.1328 -2.8164 22.1955 0.2 0.1 0.3
H -9.0468 -0.5252 21.1859 -0.4 0.0 -0.4
H -10.6004 0.7046 23.5050 0.3 0.0 0.4
H -11.1798 0.9228 21.9171 0.1 -0.2 -0.5
H -9.9240 3.2642 23.9250 0.2 -0.9 0.3
H -10.9386 3.2045 22.4988 -0.2 0.4 0.0
H -9.3558 4.0124 22.5028 0.2 -0.4 -0.5
H -8.6078 -1.7004 23.7493 -1.2 -0.2 0.3
H -8.3461 -0.1049 23.6058 0.3 0.1 0.0
C -7.4725 1.7339 25.2092 0.6 1.1 -1.0
C -6.2222 0.8708 25.2277 -0.4 -0.8 -0.2
C -4.9064 1.6902 25.0007 -1.7 -0.8 1.0
O -4.7670 2.2060 23.7065 -0.9 0.8 1.3
C -4.6078 1.2469 22.7482 -0.1 -0.4 -2.0
N -6.2577 0.0911 26.4899 0.7 0.4 0.1
H -7.4311 2.4023 26.0692 -0.6 -0.4 0.4
H -8.4008 1.1947 25.0208 -0.1 -0.2 0.9
H -7.4816 2.4277 24.3686 0.4 0.0 -0.3
H -6.3219 0.0867 24.4771 0.2 0.3 -0.9
H -4.0667 1.0472 25.2642 0.4 -0.1 0.1
H -5.0114 2.5019 25.7205 0.6 0.3 -0.2
H -5.3574 0.4671 22.6137 -0.3 -0.5 1.2
H -3.6098 0.8164 22.8303 0.1 -0.2 -0.5
H -4.8333 1.7169 21.7909 1.0 0.5 -0.2
H -6.9338 -0.6457 26.3485 -0.7 0.1 0.3
H -5.4287 -0.4841 26.5345 0.5 0.3 0.3
C -2.8497 -7.2018 24.6554 -0.5 -0.5 -1.6
C -4.1480 -6.3996 24.1605 2.5 -0.6 0.0
C -5.2505 -7.3458 23.6312 -0.2 -0.5 1.4
O -4.8833 -8.0798 22.4966 0.0 -1.2 -0.4
C -5.9694 -8.9701 22.1250 0.5 0.1 -1.7
N -4.4530 -5.5718 25.3137 -2.1 0.0 0.6
H -2.2656 -7.5402 23.7995 0.2 0.2 -0.2
H -3.0688 -8.1462 25.1536 -0.7 0.1 0.2
H -2.1804 -6.6847 25.3429 -0.3 0.6 -0.2
H -3.9087 -5.7357 23.3297 0.5 -0.1 -0.4
H -6.2237 -6.9112 23.4028 0.0 0.8 0.3
H -5.4001 -8.0830 24.4199 -0.4 0.0 0.5
H -6.4882 -9.5829 22.8622 0.0 0.9 0.8
H -5.6698 -9.7557 21.4313 1.2 0.1 0.0
H -6.6225 -8.4182 21.4490 -0.7 0.3 0.7
H -5.4105 -5.2669 25.2122 -0.6 -0.2 0.4
H -4.0171 -4.6608 25.3072 0.9 -0.1 -0.4
C -11.7663 -2.4884 29.0139 -0.6 -0.9 -0.1
C -11.3677 -2.7574 27.5501 1.2 1.1 3.1
C -11.4547 -1.4179 26.8709 -0.9 -0.7 -2.4
O -12.8241 -0.9765 26.5663 2.0 -0.9 1.9
C -12.8628 -0.0964 25.4976 -0.6 0.4 -0.5
N -9.9384 -3.1809 27.6085 -0.9 -0.6 -0.6
H -10.9496 -2.1889 29.6707 0.3 0.0 -0.3
H -12.1432 -3.4431 29.3806 -0.3 0.3 0.6
H -12.4970 -1.6802 29.0447 -0.3 -0.4 0.2
H -11.9828 -3.5701 27.1639 0.1 0.3 -0.5
H -10.9377 -1.6556 25.9412 0.0 0.7 -0.8
H -10.8360 -0.6729 27.3712 -0.3 0.2 0.4
H -13.2683 -0.6676 24.6626 0.3 0.3 -0.6
H -11.9061 0.3819 25.2875 0.2 -0.2 -0.2
H -13.5486 0.7260 25.7011 -0.2 0.0 0.2
H -9.6050 -3.2285 26.6563 0.3 -0.1 -0.1
H -9.3650 -2.5034 28.0906 -0.2 0.4 0.0
C -9.2965 -7.5337 23.4016 -1.1 -0.2 0.4
C -9.8186 -6.0885 23.6020 -0.1 -2.2 -0.1
C -10.4996 -5.9460 24.9877 -0.4 0.6 -0.1
O -11.7765 -6.6449 25.1121 0.6 1.2 -0.9
C -12.8954 -5.8067 24.7276 0.1 -0.2 0.1
N -8.6168 -5.3007 23.3881 -0.7 0.5 0.2
H -8.4665 -7.7410 24.0770 0.3 0.3 -0.1
H -8.9880 -7.7021 22.3698 0.0 0.0 0.1
H -10.0203 -8.2840 23.7196 -0.3 0.0 -0.4
H -10.5768 -5.8839 22.8462 0.0 0.1 -0.1
H -10.6534 -4.8931 25.2238 -0.3 0.5 -0.4
H -9.7972 -6.1724 25.7898 -0.2 -1.0 0.1
H -13.7827 -6.4193 24.5677 0.1 -0.3 0.8
H -12.8873 -5.2584 23.7856 1.2 -0.2 -0.5
H -13.0479 -5.0046 25.4499 -0.2 -0.3 0.5
H -7.9267 -5.8055 23.9257 0.4 0.3 -0.1
H -8.7725 -4.4719 23.9440 0.2 0.3 -0.4
C -3.3575 -3.1129 27.9968 -0.7 0.7 -1.4
C -2.3210 -2.6375 26.9467 0.5 -2.4 1.1
C -1.1929 -3.7727 26.8311 -0.8 0.4 0.3
C -0.2653 -3.5637 25.6733 0.7 -0.1 1.2
C -0.9748 -3.3069 24.3962 0.4 -0.8 -1.4
C -2.0593 -2.2268 24.3837 0.0 -1.9 -1.5
N -2.9363 -2.4793 25.5737 0.3 3.3 0.8
O -4.0776 -1.6660 25.5543 3.1 -0.8 0.6
C -1.4119 -0.8522 24.3023 0.0 1.9 2.0
C -2.9168 -2.4439 23.1051 -0.6 1.0 -0.1
C -1.7273 -1.3308 27.5019 0.2 0.3 0.1
H -4.0699 -2.2968 28.1176 0.0 0.1 0.5
H -3.9712 -3.9346 27.6277 0.4 -0.4 0.2
H -2.8478 -3.3245 28.9368 -0.1 -0.1 -0.2
H -0.5579 -3.8147 27.7160 -0.4 0.6 0.4
H -1.6033 -4.7825 26.8305 -0.7 0.1 -0.3
H 0.4336 -2.7976 26.0091 0.0 0.5 -0.6
H 0.3600 -4.4558 25.6402 0.0 -0.1 -0.5
H -1.3578 -4.2346 23.9709 -0.6 -0.3 0.5
H -0.2495 -3.1186 23.6047 0.1 0.8 0.0
H -0.7058 -0.6022 23.5104 -0.8 -0.8 -0.9
H -0.7495 -0.5747 25.1222 0.0 -0.8 0.6
H -2.1542 -0.0674 24.4478 -0.3 0.0 -0.7
H -3.5203 -3.3448 22.9940 0.8 -0.7 0.4
H -2.2642 -2.2805 22.2476 0.0 -0.4 0.0
H -3.6987 -1.6933 22.9898 0.3 0.6 0.3
H -2.3463 -0.4498 27.3320 0.2 0.1 -0.8
H -1.7430 -1.3374 28.5917 0.0 -0.7 0.1
H -0.6744 -1.2597 27.2293 -0.2 0.6 -0.3
H -4.8039 -2.2545 25.3358 -2.0 -1.2 -0.6
```
Positions in Å, forces in eV/Å.

Mulliken atomic charge list, values in e, 99 entries: -0.604, 0.265, 0.526, -0.201, -0.321, 0.483, 0.535, 0.190, 0.748, -1.348, 0.255, -1.170, 0.912, -1.153, 0.479, -0.946, -0.355, -0.781, -0.433, -0.053, 0.426, 0.344, 0.422, 0.459, 0.368, 0.247, 0.280, 0.361, 0.003, 0.130, -1.549, 0.661, -1.002, -0.400, -0.820, 0.336, 0.444, 0.316, 0.387, 0.218, 0.239, 0.689, 0.290, 0.377, 0.273, 0.164, -0.266, -1.648, 2.925, -0.424, -0.435, -0.333, -0.690, 0.415, 0.068, 0.481, -1.388, -0.137, 0.446, -0.122, 0.225, 0.424, -0.163, 0.274, -1.581, 0.999, -0.372, -0.503, -0.776, 0.276, 0.417, 0.378, 0.275, -0.107, 0.312, 0.083, 0.280, 0.395, 0.304, -0.400, -0.363, -1.454, 0.580, -0.015, -0.427, -0.463, -0.301, 0.318, 0.369, 0.363, -0.109, 0.047, 0.256, 0.225, 0.039, 0.338, -0.477, 0.277, -1.279